Molecular formula: C3H7O4S2
Method: DFT, ωB97M-V/def2-TZVPD

CARTESIAN COORDINATES (ANGSTROEM)
O 1.264876 2.443360 1.361972
S 0.248608 3.630344 0.663162
S -1.694700 2.747425 0.528081
H 0.993706 1.520565 1.034997
H 0.080955 4.673957 1.588735
H -1.808495 2.069300 1.783005
C 0.034667 -1.291536 -1.574493
C -0.117473 -2.630798 -0.929339
O 0.466959 -2.445951 0.345960
C 0.406419 -1.110042 0.620438
O 0.665880 -0.617450 1.705665
O 0.016884 -0.397969 -0.477145
H -0.780068 -1.068884 -2.268951
H 0.989436 -1.186613 -2.100317
H -1.166927 -2.915600 -0.799600
H 0.399272 -3.420108 -1.482169

Forces on atoms 1 to 6 (eV/Å):
-1.76 1.55 -0.79
-0.04 -2.36 0.34
0.84 -0.19 1.28
0.04 0.95 0.47
0.42 -1.43 0.19
0.47 1.09 -1.26

## Properties
Charge: +1
Multiplicity: 1
Energy above the lowest of the compared OMol25 structures with the same formula, charge and spin (kJ/mol): 82.3
Strongest force on any atom (Eh/bohr): 0.0481
HOMO energy (Eh): -0.538